(1)
The following is a DFT calculation (wB97M-V/def2-TZVPD) of 4 unconnected molecules or ions with the total composition C35H65Cl2FN3O13P3.

Properties
calculated total energy	-124055.2014	eV
SMILES string	C/C(Cl)=C(/Cl)c1nc2cc(C)c(CCN)c(C[C@H](C)F)c2nc1O.CCOP(=O)(OCC)OCC.CCOP(=O)(OCC)OCC.CCOP(=O)(OCC)OCC
LUMO	-1.8890	eV

Each line ends with the Mulliken charge.
CARTESIAN COORDINATES (ANGSTROEM)
C: -2.55584 -2.50997 -1.21584  -0.96
C: -1.48164 -2.75571 -2.39840  0.18
Cl: -1.71343 -4.12606 -3.57068  -0.17
C: -0.35521 -1.87709 -2.49523  -0.20
Cl: 0.93523 -2.01428 -3.76774  -0.15
C: -0.28724 -0.75398 -1.34677  0.16
N: 0.36768 -1.12199 -0.13635  -0.15
C: 0.34235 -0.07931 0.85154  -0.35
C: 1.02681 -0.39859 2.24169  -1.11
C: 1.03587 0.61338 3.41326  0.67
C: 1.76786 0.17051 4.76010  -1.16
C: 0.32045 1.99600 3.16920  0.50
C: 0.26794 3.05471 4.37653  -0.85
C: -1.23962 2.92474 5.00569  -0.20
N: -1.36237 1.48288 5.43840  -0.43
C: -0.32120 2.32557 1.79149  0.66
C: -1.01323 3.76025 1.54571  -0.98
C: -0.16332 4.69341 0.53270  0.69
C: 1.14628 5.34804 1.21785  -0.65
F: -0.97703 5.83274 0.08759  -0.41
C: -0.32895 1.28849 0.58786  1.24
N: -0.96078 1.72796 -0.62767  -0.50
C: -0.90779 0.65319 -1.55959  0.29
O: -1.52167 0.89303 -2.84453  -0.55
H: -3.35715 -3.32076 -1.18783  0.50
H: -3.08870 -1.52133 -1.50560  0.25
H: -2.07531 -2.35692 -0.19312  0.23
H: 1.51110 -1.43535 2.39199  0.22
H: 1.02925 0.22828 5.62650  0.21
H: 2.68499 0.85874 4.89468  0.30
H: 2.20760 -0.89250 4.63235  0.34
H: 0.97975 2.74747 5.22403  0.46
H: 0.43741 4.11293 3.98472  0.04
H: -1.96944 3.04494 4.12655  -0.01
H: -1.40641 3.66959 5.85683  0.33
H: -1.03627 1.37218 6.40845  0.21
H: -2.31679 1.12943 5.30019  0.18
H: -2.06552 3.68158 1.09485  -0.16
H: -1.13309 4.35737 2.52317  0.36
H: 0.13385 4.10767 -0.41958  0.16
H: 2.11225 5.16211 0.63109  -0.06
H: 1.30743 5.01122 2.30389  0.10
H: 1.02737 6.49975 1.26843  0.36
H: -1.14887 1.73122 -3.22186  0.36
O: 4.56345 4.12900 -0.78861  -0.71
P: 4.36273 3.90682 -2.29421  1.26
O: 5.61710 2.83912 -2.47184  -0.30
C: 5.40776 1.49565 -2.05034  -0.41
C: 4.53372 0.73773 -3.03038  -0.83
O: 5.12279 5.32142 -2.72178  -0.46
C: 5.08205 6.46021 -1.86615  -0.17
C: 6.36761 6.55660 -1.06671  -1.15
O: 3.99894 3.67626 -3.95203  -0.43
C: 4.73479 4.25143 -5.03095  -0.20
C: 6.19333 3.84164 -5.11778  -0.90
H: 4.97097 1.48215 -1.04620  0.31
H: 6.38986 1.02099 -1.99020  0.31
H: 3.51716 1.14142 -3.03898  0.16
H: 4.47842 -0.31997 -2.76229  0.42
H: 4.92254 0.82516 -4.04804  0.20
H: 4.20218 6.43667 -1.21751  0.20
H: 4.98237 7.34439 -2.50111  0.33
H: 6.61739 5.61276 -0.57425  0.28
H: 6.29687 7.33716 -0.30456  0.37
H: 7.20818 6.79038 -1.72547  0.32
H: 4.62552 5.33848 -5.02440  0.25
H: 4.23569 3.90765 -5.94302  0.36
H: 6.78179 4.24704 -4.29320  0.23
H: 6.63390 4.21231 -6.04746  0.40
H: 6.29798 2.75471 -5.09332  0.19
O: 2.31247 -7.20110 0.89220  -0.71
P: 1.61740 -8.19766 -0.04577  1.10
O: 2.83801 -8.24714 -1.16517  -0.28
C: 3.98332 -9.03512 -0.86256  -0.38
C: 3.69332 -10.51580 -1.01464  -0.96
O: 0.63894 -7.04569 -0.73472  -0.33
C: 0.20749 -5.91066 0.01177  -0.56
C: 1.06943 -4.70875 -0.32380  -0.61
O: 0.78500 -9.36914 -0.97783  -0.43
C: 0.09133 -9.09295 -2.19409  -0.15
C: 0.94635 -8.55090 -3.32455  -0.88
H: 4.33737 -8.80819 0.14863  0.30
H: 4.76929 -8.74095 -1.56195  0.30
H: 2.97365 -10.85181 -0.26279  0.29
H: 4.60717 -11.10338 -0.89867  0.40
H: 3.25743 -10.72859 -1.99393  0.19
H: 0.20448 -6.12060 1.08488  0.41
H: -0.82819 -5.70511 -0.27255  0.27
H: 2.13724 -4.93428 -0.25202  0.40
H: 0.84732 -3.86966 0.34087  0.19
H: 0.89256 -4.39037 -1.35466  0.07
H: -0.76832 -8.44735 -1.99936  0.22
H: -0.32457 -10.05240 -2.51933  0.37
H: 1.30665 -7.54202 -3.11723  0.21
H: 0.36424 -8.50687 -4.24923  0.40
H: 1.82020 -9.18391 -3.49434  0.18
O: -4.23151 2.19153 1.84157  -0.65
P: -5.56080 2.26719 1.07719  1.39
O: -6.48635 2.65046 2.39688  -0.32
C: -6.45452 3.99554 2.86050  -0.25
C: -7.24927 4.91377 1.95246  -1.01
O: -5.76982 0.61866 1.04495  -0.45
C: -4.64722 -0.25753 1.01187  0.03
C: -4.36164 -0.78858 2.40383  -1.21
O: -6.97046 2.40039 0.11411  -0.48
C: -8.00552 1.41990 0.05232  -0.23
C: -8.71949 1.14109 1.36205  -0.89
H: -5.41748 4.33637 2.94985  0.16
H: -6.89173 4.00044 3.86169  0.33
H: -6.77714 4.99465 0.96930  0.29
H: -7.31914 5.91645 2.38077  0.42
H: -8.25835 4.52570 1.79310  0.19
H: -3.77256 0.23585 0.57806  0.03
H: -4.89963 -1.09103 0.35084  0.31
H: -4.30636 0.01253 3.14618  0.25
H: -3.42132 -1.34626 2.42480  0.35
H: -5.16635 -1.45321 2.72956  0.38
H: -7.62668 0.50001 -0.39922  0.24
H: -8.74327 1.81589 -0.65336  0.37
H: -8.07140 0.63936 2.08238  0.22
H: -9.58201 0.49134 1.18985  0.40
H: -9.06928 2.06719 1.82356  0.19


(2)
The following is a DFT calculation (wB97M-V/def2-TZVPD) of a molecular structure, C35H68AsN2P2STl.

Properties
calculated total energy	-135324.9772	eV
LUMO	0.3330	eV

Each line ends with the Mulliken charge.
CARTESIAN COORDINATES (ANGSTROEM)
Tl: -0.02300 -0.61390 0.33210  0.90
C: 4.77760 -2.19560 -1.17220  -1.07
C: 4.58580 -1.43800 0.13400  -0.69
As: 3.20400 -0.02680 -0.08180  0.27
C: 3.07510 0.56680 1.82460  -0.01
C: 4.30150 1.20370 2.45330  -1.40
C: 4.28880 1.46040 -0.87950  0.33
C: 5.80790 1.41210 -0.78520  -1.45
H: 5.49820 -3.00360 -1.05760  0.41
H: 5.13190 -1.52540 -1.95470  0.25
H: 3.83180 -2.62140 -1.50510  0.16
H: 5.53410 -1.02380 0.48330  0.41
H: 4.21790 -2.11900 0.90610  0.46
H: 2.78020 -0.31800 2.40170  0.54
H: 2.23410 1.26780 1.87030  -0.19
H: 5.14230 0.51120 2.46110  0.36
H: 4.09650 1.49640 3.48350  0.42
H: 4.59560 2.09670 1.90490  0.20
H: 3.92480 2.38620 -0.42570  -0.49
H: 3.99680 1.48280 -1.93410  0.51
H: 6.14030 1.35090 0.24860  0.26
H: 6.23800 2.31490 -1.22450  0.45
H: 6.20790 0.55760 -1.33020  0.29
C: 2.52770 6.67080 1.15260  -0.86
C: 3.12640 5.63500 0.20940  -0.76
C: 2.01680 4.79850 -0.44360  0.13
C: 0.83160 4.57630 0.50690  0.61
C: 1.34130 4.57670 1.94970  -0.66
C: 1.86780 5.96350 2.34020  -0.91
P: -0.07120 2.93610 0.21570  -0.09
C: -0.45360 2.84310 -1.62380  3.04
C: 0.65650 2.08410 -2.35080  0.09
C: 0.20040 1.65980 -3.74870  -0.68
C: -0.57420 2.78230 -4.45770  -0.79
C: -0.30110 4.13070 -3.80190  -1.01
C: -0.82100 4.13910 -2.36180  -0.70
C: -1.82520 3.30960 0.83690  1.07
C: -1.93350 2.84740 2.29870  -0.56
C: -3.26460 3.28850 2.89420  -0.68
C: -3.32670 4.81760 3.00480  -1.00
C: -2.43240 5.49660 1.96480  -0.33
C: -2.43190 4.71300 0.65700  -1.20
H: 1.79940 7.27640 0.61180  0.32
H: 3.29990 7.35130 1.51010  0.47
H: 3.79950 4.99340 0.78250  0.15
H: 3.72090 6.12470 -0.56580  0.62
H: 2.43410 3.83940 -0.75550  -0.93
H: 1.66650 5.31490 -1.33760  0.26
H: 0.12820 5.40800 0.40440  0.75
H: 2.12360 3.82170 2.04790  0.07
H: 0.54260 4.29460 2.63560  -0.13
H: 2.59630 5.85470 3.14560  0.47
H: 1.04660 6.57620 2.72020  0.22
H: -1.32070 2.16970 -1.63200  -1.86
H: 0.91830 1.18040 -1.78470  -1.04
H: 1.55020 2.70380 -2.41920  0.32
H: -0.42770 0.77230 -3.66320  0.11
H: 1.07780 1.37840 -4.33200  0.47
H: -1.64780 2.58940 -4.41210  0.24
H: -0.29640 2.81900 -5.51170  0.49
H: -0.78640 4.93220 -4.36450  0.56
H: 0.77190 4.32570 -3.81020  0.28
H: -1.90660 4.25270 -2.37310  0.31
H: -0.41000 5.01270 -1.85720  0.09
H: -2.42660 2.60570 0.24730  -0.52
H: -1.12700 3.25710 2.90750  0.24
H: -1.83570 1.75820 2.32360  0.36
H: -3.40450 2.83220 3.87630  0.55
H: -4.07220 2.93450 2.25020  0.12
H: -3.01880 5.14200 4.00030  0.32
H: -4.35760 5.14600 2.85720  0.36
H: -1.41170 5.57490 2.33940  -0.19
H: -2.79820 6.51030 1.78350  0.57
H: -1.90660 5.28230 -0.10810  0.45
H: -3.46710 4.61740 0.31660  0.49
C: -3.97250 0.86470 -2.34810  -0.99
C: -3.94300 -0.57940 -1.86760  -0.91
P: -3.08800 -0.74140 -0.22940  0.46
C: -4.32470 0.01680 0.95080  -0.31
C: -5.72360 -0.57850 1.02040  -1.53
C: -3.28540 -2.56580 0.13560  0.35
C: -4.32760 -3.35680 -0.64480  -1.46
H: -4.45990 0.92960 -3.31930  0.49
H: -2.95970 1.24800 -2.45080  -0.01
H: -4.51660 1.50310 -1.65310  0.27
H: -3.36420 -1.18020 -2.57370  0.50
H: -4.95410 -0.98030 -1.80770  0.49
H: -4.37460 1.07610 0.68790  0.03
H: -3.85220 -0.02840 1.93740  0.49
H: -6.24260 -0.48980 0.06970  0.29
H: -6.31220 -0.04860 1.76690  0.46
H: -5.68700 -1.62620 1.31000  0.29
H: -3.47050 -2.64150 1.21130  0.48
H: -2.30500 -3.00860 -0.05590  -0.39
H: -5.31400 -2.90560 -0.57980  0.31
H: -4.38890 -4.36760 -0.24400  0.43
H: -4.03970 -3.42970 -1.68970  0.32
C: 1.71380 -6.71860 -1.83030  -1.21
C: 1.06820 -5.49420 -1.26060  0.96
C: 0.47320 -5.56350 0.00660  -0.82
C: 0.10400 -4.36110 0.57160  -0.62
N: 0.19790 -3.21100 -0.07180  -0.13
C: 0.63180 -3.25410 -1.35900  0.36
S: 0.49930 -1.81080 -2.23730  -0.45
N: 1.11920 -4.36420 -1.93140  -0.59
H: 1.24330 -7.61590 -1.43090  0.35
H: 2.75980 -6.72590 -1.52270  0.25
H: 1.68070 -6.72680 -2.91510  0.35
H: 0.35700 -6.49940 0.52450  0.34
H: -0.28630 -4.30110 1.58050  0.51


(3)
The following is a DFT calculation (wB97M-V/def2-TZVPD) of 9 unconnected molecules or ions with the total composition C35H68N7O15.

Properties
calculated total energy	-78503.2769	eV
LUMO	-8.4800	eV
charge	+3

Each line ends with the Mulliken charge.
CARTESIAN COORDINATES (ANGSTROEM)
C: -14.73343 4.67776 -0.82620  -0.77
C: -13.55112 5.32048 -0.83029  0.24
C: -13.17861 6.03834 0.42909  0.41
O: -12.10035 6.73680 0.54742  -0.69
C: -13.88085 5.98378 1.58812  -0.77
C: -15.18863 5.32254 1.68600  0.29
C: -15.60560 4.46367 0.37381  0.70
O: -16.67533 3.90693 0.62560  -0.89
O: -15.84495 5.33886 2.74913  -0.79
O: -12.97298 5.42963 -2.00206  -0.66
H: -15.21082 4.25533 -1.69801  0.44
H: -13.54502 6.55652 2.43993  0.26
C: -15.02469 2.98219 5.83630  0.22
C: -15.49389 1.71371 5.73899  -0.81
C: -14.97312 0.64677 6.70135  -0.05
O: -15.46268 -0.57384 6.77013  -1.11
C: -13.99811 0.90283 7.69485  -0.36
C: -13.54771 2.36916 7.85022  0.61
C: -14.08276 3.43549 6.83623  1.33
O: -13.86247 4.67599 6.92223  -1.69
O: -12.72116 2.77560 8.74197  -1.08
O: -16.36747 1.57207 4.79068  0.06
H: -15.47963 3.78080 5.26915  0.13
H: -13.63802 0.12366 8.35030  -0.15
C: -10.35396 -0.36212 12.02533  -1.50
C: -10.53362 0.70805 10.97329  -0.05
C: -10.00101 0.46558 9.49543  -0.12
O: -10.52962 -0.71104 8.94276  -0.30
C: -9.89446 -1.00827 7.68268  -0.68
N: -12.08863 0.86321 10.85134  0.00
H: -12.23247 1.68532 10.28252  0.16
H: -12.41189 0.01118 10.41585  0.09
H: -12.53785 0.77047 11.75117  0.45
H: -9.28398 -0.31841 12.22862  0.45
H: -10.56696 -1.42471 11.90854  0.33
H: -10.64648 -0.05143 13.02833  0.49
H: -10.26460 1.72519 11.25819  0.43
H: -8.91400 0.50075 9.56798  0.71
H: -10.39564 1.35512 9.00440  -0.21
H: -8.84189 -0.78958 7.50276  0.41
H: -10.43472 -0.31963 7.03307  0.09
H: -10.12454 -2.03563 7.40039  0.28
C: -14.99166 0.11561 0.97808  -1.22
C: -14.10160 -0.20364 2.14408  0.05
C: -13.46222 0.98001 2.85520  -0.12
O: -12.89931 0.77637 4.10459  -0.26
C: -11.90978 1.80304 4.52695  -0.33
N: -14.87922 -0.90681 3.34795  -0.08
H: -14.21021 -1.01271 4.09715  0.26
H: -15.60007 -0.33072 3.75856  -0.24
H: -15.32896 -1.80947 3.29274  0.46
H: -15.51300 -0.78132 0.64367  0.43
H: -14.47414 0.63493 0.17149  0.43
H: -15.86956 0.65742 1.32995  0.10
H: -13.37830 -0.98244 1.90243  0.38
H: -14.26103 1.69118 3.06555  -0.04
H: -12.62385 1.24127 2.20945  0.58
H: -11.04077 1.91001 3.87774  0.58
H: -11.57784 1.54478 5.53254  -0.41
H: -12.36055 2.79445 4.57190  0.18
C: -19.44887 -1.02869 6.41087  -0.91
C: -18.78628 -1.52148 7.66125  0.68
O: -18.64690 -2.72839 7.88834  -0.42
N: -18.13357 -0.45966 8.61547  -0.03
H: -17.47420 0.00152 8.00503  -0.06
H: -18.80824 0.28094 8.74361  0.45
C: -17.62328 -0.83670 9.99524  -0.66
H: -18.78739 -1.21204 5.56415  0.10
H: -19.84144 -0.01308 6.46110  0.37
H: -20.32649 -1.66129 6.27782  0.48
H: -17.13872 -1.80075 9.84058  0.25
H: -18.47991 -0.70864 10.65697  0.37
H: -16.93631 -0.00727 10.16322  0.28
C: -17.09666 5.32214 6.82577  -0.69
C: -16.79819 6.26786 5.69504  0.81
O: -17.59350 7.00422 5.27211  -0.45
N: -15.43653 6.29644 5.23629  1.62
H: -14.91057 5.59718 5.74078  -0.23
H: -15.41173 5.92728 4.29649  -0.10
C: -14.74430 7.61616 5.33422  -0.80
H: -17.47777 4.35449 6.49940  0.02
H: -17.96444 5.57369 7.43551  0.51
H: -16.28015 5.21063 7.53919  0.16
H: -13.80483 7.51734 4.79041  0.33
H: -14.57415 7.71575 6.40624  0.36
H: -15.41879 8.36241 4.91439  0.34
C: -9.59989 3.76451 7.47822  -0.29
C: -9.98488 5.02557 8.29429  0.55
O: -9.15050 5.92885 8.57452  -0.45
N: -11.52818 5.15955 8.48733  0.27
H: -12.03793 4.95709 7.63923  0.05
H: -11.81119 4.48630 9.18499  0.34
C: -11.92929 6.64143 8.92060  -0.79
H: -10.46314 3.35256 6.95553  -0.24
H: -9.07580 3.03960 8.10106  0.23
H: -8.94811 3.99784 6.63630  0.46
H: -12.99437 6.44987 8.79010  0.33
H: -11.52344 7.37134 8.22016  0.35
H: -11.53651 6.99501 9.87392  0.34
C: -14.63635 -5.16405 6.49117  -1.23
C: -14.93642 -4.14770 7.55414  0.67
O: -15.86529 -4.21223 8.38043  -0.43
N: -13.97420 -2.97524 7.41391  0.56
H: -13.39035 -2.96813 6.58979  0.49
H: -14.49504 -2.11125 7.36532  -0.19
C: -13.00102 -3.04408 8.59093  -0.35
H: -15.31984 -5.96254 6.77989  0.42
H: -13.68612 -5.66221 6.68350  0.38
H: -14.90972 -4.83248 5.48945  0.34
H: -12.25340 -2.28792 8.35141  -0.15
H: -12.50988 -4.01477 8.52278  0.46
H: -13.55163 -2.74880 9.48409  0.32
C: -19.28721 0.78881 3.32204  -0.38
C: -19.04990 1.81256 2.20116  0.43
O: -19.20262 1.61530 0.95628  -0.44
N: -18.20253 3.08028 2.70055  0.80
H: -17.54198 2.75054 3.38979  -0.25
H: -17.60764 3.45903 1.97754  0.21
C: -19.13804 4.17792 3.18915  -0.60
H: -18.41450 0.19662 3.59735  -0.22
H: -20.08417 0.07267 3.12178  0.53
H: -19.65774 1.27483 4.22458  0.23
H: -18.57269 4.99339 3.64025  0.12
H: -19.59820 3.55073 3.95269  0.39
H: -19.54973 4.61394 2.27894  0.32